No. 1
Entry from the Open Molecules 2025 dataset: an isolated molecule of C7H5NO4 at a distorted geometry (ωB97M-V with the def2-TZVPD basis set).

Values from the calculation:
Energy ... -625.45181 a.u.
Structure (SMILES) ... O=C(O)c1cccnc1C(=O)O
Orbital gap ... 0.3641 hartree
Energy above the lowest of the compared OMol25 structures with the same formula, charge and spin ... 26.86 kcal/mol
F_max ... 5.001 eV/A
LUMO energy ... -0.08 eV

Element x y z (Å)
O  1.41  1.75  -1.29
C  1.50  0.77  -0.53
O  2.71  0.48  -0.06
C  0.42  -0.15  -0.13
C  0.82  -1.47  0.23
C  -0.20  -2.33  0.55
C  -1.56  -1.92  0.42
N  -1.86  -0.69  0.14
C  -0.89  0.24  -0.18
C  -1.37  1.66  -0.34
O  -2.14  1.95  -1.20
O  -0.70  2.47  0.46
H  3.51  1.20  -0.25
H  1.91  -1.79  0.32
H  0.01  -3.31  0.85
H  -2.49  -2.32  0.64
H  -1.08  3.44  0.37



No. 2
Entry from the Open Molecules 2025 dataset: a structure of composition C35H88AsF6N2O20S5 at a distorted geometry (ωB97M-V with the def2-TZVPD basis set).

Values from the calculation:
Energy ... -7826.23145 a.u.
Orbital gap ... 0.2538 hartree
Charge ... +1
F_max ... 3.993 eV/A
LUMO energy ... -3.93 eV

Element x y z (Å)
C  -2.84  0.42  3.06
C  -4.17  -0.27  2.95
C  -5.17  0.32  1.91
O  -6.47  -0.25  2.02
C  -7.57  0.22  1.22
N  -3.91  -1.72  2.64
H  -4.75  -2.15  2.29
H  -3.22  -1.87  1.91
H  -3.60  -2.28  3.42
H  -2.40  0.72  2.11
H  -2.06  -0.06  3.65
H  -3.04  1.37  3.57
H  -4.53  -0.23  3.98
H  -4.85  0.21  0.88
H  -5.36  1.37  2.16
H  -8.48  -0.37  1.33
H  -7.31  0.10  0.17
H  -7.85  1.25  1.44
C  0.12  -3.08  3.53
C  0.64  -2.47  4.84
C  1.22  -1.07  4.61
O  1.66  -0.42  5.82
C  2.93  -0.83  6.26
N  -0.49  -2.38  5.84
H  -0.52  -3.08  6.57
H  -0.46  -1.58  6.47
H  -1.41  -2.44  5.42
H  -0.15  -4.13  3.67
H  0.85  -3.21  2.74
H  -0.66  -2.52  3.02
H  1.49  -3.05  5.19
H  0.48  -0.41  4.16
H  2.01  -1.09  3.86
H  3.09  -1.90  6.32
H  3.09  -0.48  7.28
H  3.77  -0.37  5.71
As  -0.21  -0.36  0.15
F  0.05  0.03  1.90
F  -1.80  -1.15  0.56
F  -0.33  -0.72  -1.62
F  1.40  0.40  -0.16
F  0.57  -1.91  0.46
F  -1.01  1.24  -0.09
C  0.00  -1.29  -7.64
C  0.30  -0.85  -6.18
C  -0.05  -2.09  -5.37
O  -1.16  -2.60  -6.08
C  -0.99  -2.46  -7.48
H  0.89  -1.62  -8.17
H  -0.43  -0.44  -8.17
H  -0.46  -0.11  -5.91
H  1.33  -0.52  -6.04
H  -0.21  -1.87  -4.32
H  0.77  -2.81  -5.32
H  -1.97  -2.32  -7.95
H  -0.67  -3.42  -7.89
C  0.09  4.45  1.44
C  -1.20  4.80  0.76
C  -2.21  5.01  1.81
O  -1.74  4.23  2.88
C  -0.28  4.20  2.91
H  0.76  5.29  1.35
H  0.54  3.56  0.99
H  -1.58  3.94  0.21
H  -1.20  5.57  0.00
H  -3.21  4.67  1.54
H  -2.23  6.07  2.08
H  0.11  3.31  3.41
H  0.03  5.02  3.56
C  -2.80  3.06  -2.24
C  -3.64  4.32  -2.37
C  -4.78  4.12  -1.37
O  -4.79  2.79  -1.09
C  -3.49  2.17  -1.21
H  -1.82  3.35  -1.85
H  -2.69  2.57  -3.20
H  -4.07  4.48  -3.36
H  -3.13  5.21  -2.00
H  -5.75  4.41  -1.78
H  -4.69  4.64  -0.42
H  -3.61  1.13  -1.52
H  -3.05  2.11  -0.21
O  -5.04  -2.55  -0.17
S  -4.72  -3.50  -1.25
O  -5.76  -4.36  -1.70
O  -4.17  -2.72  -2.61
C  -2.95  -2.08  -2.58
C  -2.93  -0.97  -3.65
C  -3.26  -4.55  -0.76
H  -2.17  -2.75  -2.93
H  -2.71  -1.61  -1.63
H  -2.98  -1.35  -4.67
H  -1.99  -0.43  -3.61
H  -3.76  -0.26  -3.59
H  -3.52  -5.43  -0.16
H  -2.63  -3.92  -0.14
H  -2.76  -4.84  -1.69
O  3.41  4.27  1.35
S  3.78  3.41  2.44
O  5.19  3.14  2.79
O  2.98  4.00  3.75
C  3.17  3.33  5.04
C  2.89  4.31  6.21
C  2.88  1.83  2.35
H  4.21  3.02  5.11
H  2.46  2.50  5.02
H  3.67  5.06  6.21
H  3.04  3.72  7.11
H  1.92  4.79  6.08
H  2.97  1.11  3.17
H  3.16  1.29  1.45
H  1.85  2.16  2.25
O  -0.08  -4.50  -2.26
S  1.35  -4.53  -1.83
O  1.74  -4.80  -0.43
O  2.05  -5.68  -2.76
C  1.80  -5.78  -4.15
C  1.88  -7.22  -4.57
C  2.21  -3.02  -2.45
H  2.65  -5.30  -4.64
H  0.90  -5.32  -4.54
H  2.88  -7.64  -4.45
H  1.71  -7.31  -5.65
H  1.19  -7.81  -3.97
H  3.25  -3.12  -2.13
H  1.69  -2.16  -2.04
H  2.00  -2.94  -3.51
O  0.09  2.29  -4.45
S  1.40  2.01  -3.89
O  1.94  0.66  -3.80
O  2.48  3.02  -4.69
C  2.00  4.15  -5.41
C  3.27  5.02  -5.60
C  1.53  2.80  -2.28
H  1.15  4.67  -4.95
H  1.62  3.73  -6.34
H  3.65  5.39  -4.65
H  3.13  5.86  -6.28
H  4.08  4.39  -5.97
H  0.65  2.57  -1.68
H  1.73  3.86  -2.44
H  2.38  2.34  -1.78
O  5.69  -3.62  2.20
S  4.51  -2.85  2.62
O  3.46  -3.45  3.40
O  4.84  -1.36  3.33
C  5.88  -0.60  2.79
C  7.13  -0.88  3.66
C  3.77  -2.17  1.07
H  5.60  0.46  2.82
H  5.91  -0.79  1.72
H  7.98  -0.36  3.20
H  7.34  -1.94  3.74
H  6.94  -0.38  4.61
H  3.40  -3.02  0.50
H  4.45  -1.58  0.45
H  2.90  -1.57  1.30



No. 3
Entry from the Open Molecules 2025 dataset: a structure of composition C29H31N2O2Pt (ωB97M-V with the def2-TZVPD basis set).

Values from the calculation:
Energy ... -1501.95428 a.u.
Orbital gap (alpha / beta) ... 0.1882 / 0.1618 hartree
Energy above the lowest of the compared OMol25 structures with the same formula, charge and spin ... 32.21 kcal/mol
Charge ... +3
F_max ... 0.953 eV/A
LUMO energy (alpha / beta) ... -11.76 / -12.48 eV

Element x y z (Å)
Pt  0.65  -0.99  0.82
C  1.17  -1.02  4.95
C  0.59  -2.27  5.28
C  -0.07  -3.05  4.33
C  -0.16  -2.60  3.04
C  0.51  -1.39  2.69
C  1.10  -0.56  3.66
C  -0.88  -3.19  1.93
C  -1.69  -4.32  1.99
C  -2.31  -4.75  0.83
C  -2.11  -4.07  -0.37
C  -2.72  -4.50  -1.58
C  -2.50  -3.83  -2.74
C  -1.65  -2.70  -2.75
C  -1.05  -2.25  -1.61
C  -1.26  -2.91  -0.39
N  -0.69  -2.51  0.79
H  1.65  -0.44  5.72
H  0.63  -2.61  6.31
H  -0.53  -3.99  4.64
H  1.52  0.40  3.38
H  -1.82  -4.84  2.92
H  -2.95  -5.62  0.85
H  -3.36  -5.37  -1.54
H  -2.97  -4.16  -3.66
H  -1.48  -2.19  -3.68
H  -0.41  -1.38  -1.67
C  -3.72  5.75  -1.95
C  -2.82  4.63  -1.57
C  -1.43  4.74  -1.72
C  -0.58  3.72  -1.38
C  0.90  3.90  -1.59
C  -1.14  2.51  -0.85
C  -0.24  1.51  -0.50
O  -0.59  0.36  -0.04
C  -2.57  2.38  -0.70
C  -3.23  1.14  -0.16
C  -3.36  3.44  -1.06
H  -3.18  6.61  -2.34
H  -4.30  6.07  -1.08
H  -4.44  5.41  -2.69
H  -1.02  5.66  -2.12
H  1.11  4.90  -1.96
H  1.28  3.19  -2.33
H  1.46  3.78  -0.66
H  0.82  1.68  -0.64
H  -3.01  0.27  -0.78
H  -4.31  1.28  -0.13
H  -2.89  0.92  0.85
H  -4.43  3.37  -0.95
C  3.74  0.78  -2.16
N  4.28  0.20  -0.92
C  5.75  0.14  -0.75
C  3.45  -0.25  -0.03
C  3.91  -0.88  1.24
O  2.18  -0.14  -0.28
H  4.56  1.07  -2.80
H  3.14  1.66  -1.93
H  3.12  0.05  -2.68
H  6.21  0.56  -1.63
H  6.08  -0.89  -0.65
H  6.06  0.72  0.12
H  4.99  -0.97  1.33
H  3.48  -1.88  1.31
H  3.55  -0.29  2.09



No. 4
Entry from the Open Molecules 2025 dataset: a structure of composition C11H25N6Tm at a distorted geometry (ωB97M-V with the def2-TZVPD basis set).

Values from the calculation:
Energy ... -1847.37003 a.u.
Orbital gap (alpha / beta) ... 0.3064 / 0.3056 hartree
Charge ... +2
⟨S²⟩ ... 2.002
F_max ... 3.617 eV/A
Multiplicity ... 3
LUMO energy (alpha / beta) ... -5.88 / -5.88 eV

Element x y z (Å)
Tm  -0.36  0.49  -0.54
N  0.86  -1.38  -0.14
C  2.24  -0.93  -0.34
C  2.41  -0.12  -1.64
N  1.35  0.88  -1.85
C  0.74  0.83  -3.18
C  -0.18  -0.41  -3.35
N  -1.29  -0.40  -2.39
C  1.72  2.23  -1.40
C  1.94  2.33  0.13
N  0.77  1.86  0.88
H  0.71  -1.75  0.83
H  0.64  -2.11  -0.85
H  2.90  -1.81  -0.37
H  2.55  -0.35  0.53
H  2.42  -0.84  -2.46
H  3.40  0.34  -1.66
H  1.51  0.84  -3.96
H  0.12  1.72  -3.35
H  0.39  -1.33  -3.23
H  -0.59  -0.42  -4.36
H  -1.71  -1.35  -2.27
H  -2.01  0.27  -2.72
H  0.91  2.93  -1.65
H  2.61  2.58  -1.92
H  2.14  3.37  0.40
H  2.83  1.77  0.43
H  0.14  2.68  1.01
H  1.01  1.45  1.81
N  -3.13  -2.09  4.71
C  -2.57  -1.43  3.61
C  -3.28  -1.31  2.42
C  -2.64  -0.77  1.32
N  -1.35  -0.37  1.31
C  -0.66  -0.55  2.46
C  -1.22  -1.09  3.62
H  -4.15  -2.03  4.76
H  -2.70  -1.87  5.60
H  -4.31  -1.64  2.34
H  -3.16  -0.65  0.37
H  0.38  -0.26  2.43
H  -0.60  -1.24  4.49
H  -0.80  1.95  -1.85



No. 5
Entry from the Open Molecules 2025 dataset: a structure of composition C44H45BrGeN8O5SSeV at a distorted geometry (ωB97M-V with the def2-TZVPD basis set).

Values from the calculation:
Energy ... -10912.48193 a.u.
Orbital gap (alpha / beta) ... 0.2521 / 0.3016 hartree
Energy above the lowest of the compared OMol25 structures with the same formula, charge and spin ... 12.71 kcal/mol
⟨S²⟩ ... 3.764
F_max ... 2.850 eV/A
Multiplicity ... 4
LUMO energy (alpha / beta) ... 0.18 / 0.14 eV

Element x y z (Å)
V  -0.51  0.17  0.00
O  1.57  -0.91  -2.59
C  0.41  -0.94  -3.41
C  -0.85  -1.36  -2.72
C  -1.92  -1.69  -3.54
C  -3.07  -2.20  -3.00
C  -3.09  -2.43  -1.64
C  -2.01  -2.06  -0.88
N  -0.92  -1.44  -1.38
H  1.32  -1.01  -1.66
H  0.59  -1.66  -4.20
H  0.26  0.03  -3.89
H  -1.81  -1.56  -4.62
H  -3.92  -2.45  -3.62
H  -3.94  -2.90  -1.16
H  -1.99  -2.27  0.18
C  1.68  1.60  2.84
O  1.51  1.59  1.42
C  2.17  2.53  0.69
C  2.97  3.51  1.23
C  3.62  4.40  0.38
Br  4.66  5.78  1.14
C  3.54  4.28  -0.98
C  2.74  3.27  -1.53
C  1.99  2.46  -0.69
O  1.03  1.59  -1.18
C  2.83  3.04  -2.99
N  3.19  3.95  -3.86
C  3.32  3.27  -5.06
C  3.70  3.74  -6.32
C  3.80  2.82  -7.35
C  3.53  1.46  -7.15
C  3.14  0.98  -5.92
C  3.03  1.91  -4.89
N  2.71  1.79  -3.55
H  1.22  2.49  3.28
H  2.74  1.55  3.10
H  1.17  0.73  3.22
H  3.08  3.62  2.30
H  4.09  4.93  -1.65
H  0.71  1.93  -2.02
H  3.92  4.79  -6.47
H  4.10  3.16  -8.34
H  3.64  0.77  -7.98
H  2.94  -0.08  -5.75
H  2.56  0.91  -3.06
N  -7.53  0.94  2.95
C  -6.16  0.89  2.84
C  -5.55  0.36  1.69
C  -4.18  0.39  1.55
C  -3.39  0.94  2.55
C  -3.97  1.42  3.71
C  -5.35  1.40  3.86
S  -1.64  0.92  2.41
O  -1.09  1.10  3.72
O  -1.19  1.88  1.39
N  -1.24  -0.51  1.71
C  -1.38  -1.67  2.48
N  -2.15  -1.67  3.59
C  -2.23  -2.80  4.28
C  -1.59  -3.96  3.90
C  -0.87  -3.88  2.72
N  -0.77  -2.76  2.01
H  -8.10  0.48  2.27
H  -7.96  1.17  3.82
H  -6.18  -0.05  0.90
H  -3.72  -0.01  0.65
H  -3.34  1.81  4.50
H  -5.80  1.79  4.76
H  -2.87  -2.77  5.16
H  -1.64  -4.88  4.48
H  -0.35  -4.75  2.32
C  4.56  -3.87  1.61
Ge  3.09  -4.61  0.56
C  3.73  -5.48  -1.07
C  2.22  -5.98  1.65
C  1.82  -3.24  -0.06
Se  1.81  -1.53  0.87
C  3.50  -0.88  0.12
H  4.99  -4.65  2.23
H  4.18  -3.07  2.26
H  5.35  -3.46  0.97
H  4.36  -6.34  -0.83
H  4.31  -4.78  -1.69
H  2.88  -5.83  -1.65
H  2.90  -6.84  1.70
H  1.28  -6.32  1.20
H  2.03  -5.63  2.66
H  0.80  -3.60  0.05
H  2.01  -3.05  -1.12
H  4.30  -1.55  0.41
H  3.68  0.10  0.54
H  3.45  -0.81  -0.96
N  -9.67  3.19  -1.36
C  -8.55  2.95  -1.42
C  -7.14  2.63  -1.48
C  -6.68  1.65  -2.35
C  -5.34  1.30  -2.36
C  -4.43  1.92  -1.50
C  -4.90  2.95  -0.66
C  -6.24  3.29  -0.65
C  -3.08  1.46  -1.36
C  -1.98  1.03  -1.07
H  -7.38  1.15  -3.02
H  -4.98  0.53  -3.03
H  -4.20  3.44  0.00
H  -6.61  4.06  0.02



No. 6
Entry from the Open Molecules 2025 dataset: a cluster of 3 separate species, CH7N3O2 in total at a distorted geometry (ωB97M-V with the def2-TZVPD basis set).

Values from the calculation:
Energy ... -356.74758 a.u.
Orbital gap (alpha / beta) ... 0.3656 / 0.2879 hartree
Energy above the lowest of the compared OMol25 structures with the same formula, charge and spin ... 175.80 kcal/mol
F_max ... 1.990 eV/A
LUMO energy (alpha / beta) ... 0.32 / -0.62 eV

Element x y z (Å)
C  0.04  -0.78  -1.28
N  0.05  -0.50  0.16
N  0.72  0.53  0.57
N  -1.21  1.37  0.32
O  1.91  -1.23  0.45
O  -1.83  1.17  1.52
H  1.83  -1.45  1.39
H  -2.21  0.28  1.43
H  1.33  0.91  -0.17
H  -0.71  2.25  0.50
H  0.07  -1.86  -1.42
H  0.89  -0.32  -1.80
H  -0.90  -0.39  -1.67



No. 7
Entry from the Open Molecules 2025 dataset: an isolated molecule of CH4P2S at a distorted geometry (ωB97M-V with the def2-TZVPD basis set).

Values from the calculation:
Energy ... -1121.31028 a.u.
Structure (SMILES) ... [PH2]#[PH]C=S
Orbital gap ... 0.2839 hartree
Energy above the lowest of the compared OMol25 structures with the same formula, charge and spin ... 50.94 kcal/mol
F_max ... 3.219 eV/A
LUMO energy ... -1.01 eV

Element x y z (Å)
P  -0.70  0.71  1.01
P  0.11  -1.29  0.72
C  1.07  -1.01  -0.90
S  2.67  -0.46  -0.91
H  -0.24  1.31  -0.08
H  -1.87  0.27  0.49
H  1.17  -1.13  1.46
H  0.70  -1.44  -1.84



No. 8
Entry from the Open Molecules 2025 dataset: a structure of composition C3H2LiO3Pd at a distorted geometry (ωB97M-V with the def2-TZVPD basis set).

Values from the calculation:
Energy ... -475.74123 a.u.
Orbital gap (alpha / beta) ... 0.2387 / 0.2406 hartree
Charge ... +2
⟨S²⟩ ... 3.758
F_max ... 15.009 eV/A
Multiplicity ... 4
LUMO energy (alpha / beta) ... -7.81 / -11.89 eV

Element x y z (Å)
C  -0.57  0.96  0.46
C  -1.65  1.05  -0.36
O  -2.48  1.07  -1.14
H  0.20  1.72  0.29
H  -0.80  0.72  1.50
O  0.19  -1.41  -0.95
C  0.61  -0.84  0.00
O  1.42  -0.80  0.86
Pd  2.45  -0.26  2.00
Li  0.62  -2.21  -2.66